Density functional theory data (ωB97M-V with the def2-TZVPD basis set) for a 2-piece molecular cluster, C3H8NO3P overall at a distorted geometry.

Output
Total charge: 0
SMILES: C=[PH](O)O.NC=C=O
Kohn-Sham gap in eV: 8.3
Spin multiplicity: 1
Highest occupied orbital energy in eV: -7.960

Atoms and positions in Å:
C (0.046, 1.579, 0.676)
P (-1.690, 1.377, 0.546)
O (-2.006, -0.069, 1.242)
O (-2.093, 1.210, -0.991)
H (0.271, 2.467, 0.096)
H (0.278, 1.793, 1.641)
H (-2.827, 1.918, 0.997)
H (-1.315, -0.606, 1.480)
H (-1.330, 0.957, -1.607)
N (0.643, -1.981, -0.203)
C (1.252, -1.075, -1.112)
C (0.614, -0.364, -1.966)
O (0.069, 0.282, -2.788)
H (1.376, -2.580, 0.077)
H (-0.072, -2.603, -0.717)
H (2.377, -0.973, -1.253)

Cartesian forces (eV/Å) of the 6 atoms listed first:
-3.2 0.4 -2.7
3.4 -3.5 -0.8
-3.3 2.9 -0.7
1.0 0.1 -0.8
0.4 0.2 -0.4
1.0 0.3 3.2

Density functional theory data (ωB97M-V with the def2-TZVPD basis set) for a 10-piece molecular cluster, C73H88Cl2N3O6P2 overall at a distorted geometry.

Output
Total charge: +1
Kohn-Sham gap in eV: 6.4
Spin multiplicity: 1
Highest occupied orbital energy in eV: -10.311

Atoms and positions in Å:
C (-2.000, -3.148, 4.502)
C (-2.391, -2.105, 5.021)
N (-3.337, -1.052, 5.332)
C (-3.680, -0.129, 4.450)
N (-3.065, -0.235, 3.117)
C (-3.476, 1.007, 2.351)
C (-2.762, 1.027, 0.901)
C (-1.400, 1.912, 0.917)
C (-0.070, 1.037, 0.785)
C (0.901, 1.209, 2.063)
C (1.209, -0.215, 2.715)
C (1.976, -0.079, 4.118)
C (2.577, -1.491, 4.617)
C (1.321, -2.341, 5.171)
O (1.476, -3.726, 4.819)
C (1.226, -3.952, 3.418)
C (-5.087, 1.113, 2.214)
P (-5.770, -0.001, 0.845)
O (-5.725, 0.746, -0.682)
O (-4.816, -1.415, 0.906)
C (-5.756, 0.841, 3.664)
C (-6.599, -0.507, 3.730)
P (-8.389, -0.299, 3.112)
O (-9.306, -0.117, 4.285)
O (-8.720, -1.742, 2.274)
O (-8.517, 1.058, 2.135)
N (-4.621, 0.924, 4.621)
C (-4.958, 1.267, 5.983)
Cl (-5.868, 0.257, 7.178)
C (-4.501, 2.504, 6.456)
C (-3.689, 3.539, 5.579)
Cl (-4.824, 3.021, 8.169)
H (-1.619, -4.092, 4.014)
H (-3.764, -1.040, 6.267)
H (-2.055, -0.064, 3.308)
H (-3.057, 1.934, 2.878)
H (-2.456, -0.007, 0.561)
H (-3.447, 1.568, 0.171)
H (-1.436, 2.593, -0.002)
H (-1.352, 2.614, 1.808)
H (-0.300, -0.048, 0.559)
H (0.514, 1.450, -0.102)
H (1.899, 1.675, 1.765)
H (0.453, 1.927, 2.833)
H (0.217, -0.763, 2.816)
H (1.856, -0.792, 1.970)
H (2.848, 0.645, 4.079)
H (1.224, 0.304, 4.891)
H (3.118, -2.008, 3.771)
H (3.271, -1.326, 5.493)
H (0.397, -1.845, 4.743)
H (1.237, -2.257, 6.307)
H (2.145, -4.271, 2.829)
H (0.709, -3.043, 2.982)
H (0.481, -4.818, 3.337)
H (-5.344, 2.187, 1.932)
H (-4.903, 0.397, -1.111)
H (-4.088, -1.400, 0.250)
H (-6.469, 1.697, 3.922)
H (-6.078, -1.401, 3.235)
H (-6.732, -0.834, 4.820)
H (-8.222, -2.436, 2.767)
H (-8.732, 0.725, 1.234)
H (-3.111, 4.294, 6.199)
H (-3.031, 3.060, 4.797)
H (-4.477, 4.153, 5.018)
C (7.827, 0.932, 3.652)
C (7.469, -0.231, 4.325)
C (6.574, -1.122, 3.745)
C (6.043, -0.855, 2.485)
C (6.403, 0.305, 1.813)
C (7.292, 1.202, 2.396)
H (8.522, 1.629, 4.105)
H (7.887, -0.443, 5.303)
H (6.289, -2.026, 4.272)
H (5.348, -1.553, 2.030)
H (5.990, 0.512, 0.830)
H (7.568, 2.110, 1.873)
C (3.788, 0.222, -2.690)
C (3.779, 0.750, -3.975)
C (3.323, 2.047, -4.192)
C (2.886, 2.818, -3.119)
C (2.900, 2.290, -1.833)
C (3.346, 0.992, -1.619)
H (4.140, -0.789, -2.520)
H (4.126, 0.151, -4.810)
H (3.309, 2.457, -5.196)
H (2.536, 3.831, -3.287)
H (2.561, 2.891, -0.996)
H (3.351, 0.578, -0.615)
C (-0.742, 0.407, -8.780)
C (-1.376, 0.357, -7.543)
C (-0.630, 0.457, -6.375)
C (0.750, 0.618, -6.442)
C (1.383, 0.671, -7.679)
C (0.638, 0.562, -8.848)
H (-1.323, 0.325, -9.691)
H (-2.453, 0.238, -7.491)
H (-1.124, 0.411, -5.410)
H (1.331, 0.701, -5.530)
H (2.460, 0.798, -7.731)
H (1.133, 0.598, -9.811)
C (4.322, 4.651, 2.409)
C (4.723, 5.981, 2.465)
C (5.262, 6.595, 1.340)
C (5.392, 5.880, 0.154)
C (4.988, 4.551, 0.096)
C (4.457, 3.935, 1.224)
H (3.905, 4.172, 3.288)
H (4.615, 6.541, 3.388)
H (5.580, 7.630, 1.386)
H (5.808, 6.359, -0.725)
H (5.088, 3.993, -0.829)
H (4.148, 2.895, 1.180)
C (-6.528, 1.631, -8.531)
C (-7.744, 1.166, -8.044)
C (-7.804, 0.538, -6.805)
C (-6.648, 0.384, -6.048)
C (-5.432, 0.852, -6.533)
C (-5.371, 1.473, -7.776)
H (-6.482, 2.118, -9.499)
H (-8.647, 1.292, -8.632)
H (-8.752, 0.169, -6.429)
H (-6.695, -0.102, -5.079)
H (-4.530, 0.734, -5.941)
H (-4.422, 1.833, -8.157)
C (9.422, 0.448, -2.130)
C (9.702, 1.002, -3.374)
C (8.713, 1.694, -4.067)
C (7.446, 1.839, -3.510)
C (7.170, 1.287, -2.265)
C (8.154, 0.590, -1.578)
H (10.192, -0.094, -1.590)
H (10.692, 0.895, -3.805)
H (8.929, 2.120, -5.040)
H (6.676, 2.381, -4.048)
H (6.183, 1.399, -1.828)
H (7.930, 0.156, -0.610)
C (1.581, -3.243, -1.898)
C (1.386, -4.583, -2.211)
C (0.459, -5.337, -1.500)
C (-0.281, -4.748, -0.481)
C (-0.089, -3.406, -0.170)
C (0.845, -2.654, -0.875)
H (2.306, -2.656, -2.450)
H (1.958, -5.041, -3.010)
H (0.313, -6.384, -1.740)
H (-1.007, -5.334, 0.071)
H (-0.668, -2.945, 0.625)
H (0.999, -1.608, -0.629)
C (9.424, -1.279, -6.324)
C (9.655, -2.180, -7.357)
C (8.646, -3.047, -7.762)
C (7.403, -3.006, -7.141)
C (7.171, -2.101, -6.111)
C (8.182, -1.240, -5.699)
H (10.212, -0.605, -6.005)
H (10.623, -2.208, -7.846)
H (8.829, -3.755, -8.563)
H (6.615, -3.679, -7.461)
H (6.200, -2.068, -5.627)
H (8.003, -0.540, -4.893)
C (-11.020, -2.424, 5.565)
C (-11.213, -3.766, 5.252)
C (-12.148, -4.518, 5.956)
C (-12.897, -3.926, 6.966)
C (-12.707, -2.584, 7.276)
C (-11.766, -1.834, 6.579)
H (-10.290, -1.838, 5.019)
H (-10.633, -4.227, 4.459)
H (-12.293, -5.566, 5.716)
H (-13.629, -4.511, 7.511)
H (-13.293, -2.122, 8.064)
H (-11.615, -0.789, 6.825)

Cartesian forces (eV/Å) of the 6 atoms listed first:
-0.3 1.0 0.5
-1.5 -0.8 -1.1
1.3 -0.7 0.0
0.5 0.3 -2.9
-1.2 2.5 2.8
-0.1 1.0 -1.5